1.
Here is a cluster of 3 separate species, C3H7FO2 in total from the OMol25 dataset. Energies are from wB97M-V/def2-TZVPD.

Calculated values
gap between HOMO and LUMO: 0.34554 Ha
E_tot: -10034.180 eV
LUMO level: 0.30 eV
charge: 0
SMILES: C=C(O)F.[H][H].C=O

Last column: Mulliken charge in e.
CARTESIAN COORDINATES (ANGSTROEM)
1 C 0.802 -1.460 0.167  -0.836
2 C 0.627 -0.130 0.191  0.665
3 O 1.391 0.925 0.596  -0.467
4 F -0.539 0.445 -0.230  -0.268
5 H 0.167 -2.239 -0.218  0.301
6 H 1.717 -1.781 0.679  0.229
7 H 1.090 1.736 0.275  0.473
8 H 4.229 0.936 -1.914  -0.056
9 H 4.483 0.263 -2.027  0.056
10 C -0.656 3.688 -0.320  -0.031
11 O 0.483 3.379 -0.197  -0.496
12 H -1.374 2.873 -0.414  0.173
13 H -0.943 4.697 -0.680  0.257

=====

2.
Here is a cluster of 4 separate species, CH10O3 in total from the OMol25 dataset. Energies are from wB97M-V/def2-TZVPD.

Calculated values
gap between HOMO and LUMO: 0.42388 Ha
E_tot: -7341.417 eV
LUMO level: 0.15 eV
charge: 0
SMILES: C.O.O.O

Last column: Mulliken charge in e.
CARTESIAN COORDINATES (ANGSTROEM)
1 C -0.047 0.568 1.496  -0.931
2 H -0.111 1.078 0.536  -0.009
3 H 0.255 1.353 2.186  0.324
4 H 0.742 -0.175 1.525  0.285
5 H -1.022 0.152 1.711  0.333
6 O -2.501 1.071 -0.605  -0.637
7 H -1.898 0.325 -0.677  0.310
8 H -1.917 1.833 -0.513  0.338
9 O 0.509 -2.586 -0.241  -0.632
10 H 0.984 -1.949 -0.788  0.324
11 H -0.378 -2.214 -0.116  0.308
12 O 1.880 0.129 -1.114  -0.631
13 H 1.026 0.301 -1.527  0.317
14 H 2.479 0.113 -1.872  0.302

=====

3.
Here is the ion C3H9N2OS with charge +1 from the OMol25 dataset. Energies are from wB97M-V/def2-TZVPD.

Calculated values
gap between HOMO and LUMO: 0.36642 Ha
E_tot: -19108.089 eV
LUMO level: -4.54 eV
charge: +1

Last column: Mulliken charge in e.
CARTESIAN COORDINATES (ANGSTROEM)
1 C -1.207 -1.800 0.064  -0.138
2 C 0.090 -0.891 -1.732  -0.775
3 C 0.442 2.661 0.254  -0.422
4 N 0.531 -1.045 2.243  -0.348
5 N -0.210 -1.129 -0.370  -0.018
6 O 0.654 1.146 0.769  -0.428
7 S 1.146 -0.512 1.057  0.577
8 H -1.290 -1.707 1.166  0.233
9 H -1.904 -2.264 -0.582  0.293
10 H 1.108 -1.157 -1.929  0.354
11 H 0.243 0.132 -2.012  0.307
12 H -0.665 -1.318 -2.558  0.269
13 H 1.289 2.839 -0.210  0.294
14 H -0.510 2.560 -0.417  0.233
15 H 0.309 3.286 1.205  0.238
16 H -0.026 -0.803 3.049  0.331

=====

4.
Here is the molecule C5H7NO from the OMol25 dataset. Energies are from wB97M-V/def2-TZVPD.

Calculated values
gap between HOMO and LUMO: 0.27090 Ha
E_tot: -8831.712 eV
LUMO level: 0.41 eV
charge: 0

Last column: Mulliken charge in e.
CARTESIAN COORDINATES (ANGSTROEM)
1 C 1.275 -0.774 -1.420  -0.839
2 N -0.129 -0.548 -0.621  0.129
3 C -0.707 0.716 -1.026  -0.768
4 C -0.901 1.478 0.058  -0.261
5 C -0.511 0.726 1.247  -0.510
6 C -0.093 -0.477 0.816  0.396
7 O 0.308 -1.605 1.416  -0.457
8 H 1.799 -1.424 -0.696  0.184
9 H 1.737 0.222 -1.286  0.171
10 H -0.683 -1.347 -0.927  0.350
11 H -0.789 0.907 -2.085  0.447
12 H -1.252 2.502 0.057  0.418
13 H -0.540 1.076 2.271  0.388
14 H 0.326 -1.465 2.371  0.353

=====

5.
Here is a structure of composition C47H55N4NaO2P2 from the OMol25 dataset. Energies are from wB97M-V/def2-TZVPD.

Calculated values
gap between HOMO and LUMO: 0.31264 Ha
E_tot: -82685.100 eV
LUMO level: 0.36 eV
charge: 0

Last column: Mulliken charge in e.
CARTESIAN COORDINATES (ANGSTROEM)
1 Na 0.630 1.224 -0.882  0.931
2 C 1.470 -0.163 5.538  -1.452
3 C 2.035 0.376 4.224  0.243
4 C 1.029 1.326 3.569  -0.923
5 C 2.400 -0.720 3.255  -0.003
6 C 1.476 -1.684 2.870  0.762
7 C 1.797 -2.626 1.909  -0.662
8 C 3.052 -2.647 1.316  0.867
9 C 3.383 -3.661 0.262  -1.299
10 C 3.987 -1.704 1.724  -0.770
11 C 3.662 -0.752 2.673  -1.035
12 H 1.281 0.664 6.221  0.453
13 H 2.171 -0.850 6.006  0.400
14 H 0.531 -0.687 5.375  0.121
15 H 2.945 0.946 4.449  0.474
16 H 0.079 0.817 3.411  -0.042
17 H 1.394 1.672 2.603  0.105
18 H 0.866 2.188 4.213  0.501
19 H 0.490 -1.698 3.312  0.282
20 H 1.054 -3.358 1.616  0.493
21 H 3.866 -3.183 -0.586  0.081
22 H 2.483 -4.156 -0.092  0.206
23 H 4.063 -4.421 0.646  0.441
24 H 4.978 -1.717 1.292  0.480
25 H 4.401 -0.016 2.964  0.332
26 C -4.348 2.243 -0.400  -0.945
27 C -4.141 0.994 -1.196  0.355
28 C -5.159 0.060 -1.363  -0.450
29 C -4.926 -1.063 -2.134  -0.907
30 C -3.696 -1.197 -2.746  -0.592
31 C -2.729 -0.220 -2.521  0.192
32 N -2.944 0.835 -1.752  0.579
33 C -1.487 -0.289 -3.326  -0.347
34 C -1.650 -0.014 -4.682  -0.592
35 C -0.551 -0.107 -5.515  -1.044
36 C 0.648 -0.522 -4.970  -0.510
37 C 0.710 -0.793 -3.603  0.380
38 N -0.333 -0.664 -2.793  0.639
39 C 2.019 -1.278 -3.118  -0.249
40 C 2.569 -2.398 -3.742  -0.882
41 C 3.870 -2.755 -3.439  -0.587
42 C 4.588 -1.949 -2.573  -0.970
43 C 3.956 -0.852 -1.986  0.768
44 C 4.718 0.092 -1.116  -1.361
45 N 2.686 -0.561 -2.228  0.827
46 H -4.296 3.112 -1.056  0.475
47 H -3.547 2.333 0.331  -0.309
48 H -5.312 2.243 0.103  0.404
49 H -6.125 0.213 -0.905  0.477
50 H -5.694 -1.810 -2.269  0.453
51 H -3.475 -2.034 -3.387  0.539
52 H -2.619 0.279 -5.058  0.553
53 H -0.630 0.123 -6.566  0.426
54 H 1.530 -0.610 -5.583  0.548
55 H 1.980 -2.971 -4.440  0.600
56 H 4.324 -3.626 -3.887  0.425
57 H 5.626 -2.158 -2.359  0.470
58 H 5.583 -0.390 -0.666  0.454
59 H 4.071 0.509 -0.348  0.002
60 H 5.070 0.915 -1.739  0.303
61 O 1.970 2.771 -4.582  -0.736
62 C 2.413 2.880 -3.455  0.021
63 C 3.743 3.591 -3.110  -0.656
64 C 3.784 3.531 -1.595  -0.995
65 C 2.551 2.680 -1.261  0.786
66 O 2.264 2.308 -0.122  -1.002
67 N 1.825 2.402 -2.339  -0.140
68 H 3.732 4.604 -3.513  0.326
69 H 4.565 3.052 -3.582  0.292
70 H 3.669 4.507 -1.122  0.365
71 H 4.676 3.059 -1.187  0.421
72 C -1.610 4.632 0.700  -1.357
73 P -0.486 3.730 -0.472  1.054
74 C 0.633 5.150 -0.808  -1.484
75 C -1.423 3.802 -2.048  -0.955
76 H -2.107 5.474 0.219  0.371
77 H -0.994 4.993 1.524  0.450
78 H -2.357 3.960 1.114  0.299
79 H 0.051 6.056 -0.999  0.536
80 H 1.239 4.902 -1.674  0.302
81 H 1.288 5.302 0.048  0.359
82 H -1.932 4.757 -2.179  0.403
83 H -2.125 2.974 -2.088  -0.095
84 H -0.695 3.659 -2.844  0.363
85 C -4.411 -0.205 2.096  -1.454
86 P -2.589 -0.401 1.772  0.630
87 C -2.259 -1.214 3.393  0.723
88 C -2.050 -2.575 3.573  -0.560
89 C -1.897 -3.095 4.847  -0.549
90 C -1.951 -2.268 5.957  -0.546
91 C -2.132 -0.905 5.785  -0.789
92 C -2.275 -0.386 4.511  -0.506
93 C -2.563 -1.862 0.666  0.642
94 C -1.336 -2.157 0.079  -0.524
95 C -1.194 -3.257 -0.745  -0.436
96 C -2.289 -4.066 -1.014  -0.712
97 C -3.521 -3.760 -0.460  -0.854
98 C -3.660 -2.664 0.373  -0.136
99 H -4.925 -0.071 1.150  0.263
100 H -4.551 0.691 2.699  0.424
101 H -4.820 -1.058 2.635  0.502
102 H -2.014 -3.232 2.717  0.411
103 H -1.740 -4.157 4.976  0.428
104 H -1.842 -2.681 6.950  0.400
105 H -2.148 -0.247 6.644  0.400
106 H -2.400 0.678 4.369  0.267
107 H -0.484 -1.517 0.279  0.331
108 H -0.232 -3.478 -1.187  0.397
109 H -2.186 -4.926 -1.662  0.386
110 H -4.382 -4.379 -0.679  0.395
111 H -4.629 -2.446 0.792  0.428